Formula: C48H123N5O16
Source: the Open Molecules 2025 dataset
Level of theory: ωB97M-V/def2-TZVPD

Net charge   0
HOMO energy   -8.57 eV
Spin multiplicity   1
LUMO energy   0.5 eV

Each line ends with the Mulliken charge.
Atoms and positions in Å:
C  -4.416  2.154  -7.429  -0.745
O  -2.981  2.043  -7.273  -0.318
C  -2.061  3.089  -7.586  -0.471
C  -0.679  2.756  -7.134  -1.055
N  -0.355  2.861  -5.674  0.072
C  -0.584  4.160  -5.111  -0.767
C  -0.336  4.159  -3.650  -0.084
O  -1.358  3.484  -2.906  -0.278
C  -1.288  3.834  -1.554  -0.630
H  -5.077  1.319  -7.197  0.248
H  -4.608  2.531  -8.433  0.300
H  -4.690  2.925  -6.710  0.297
H  -2.554  3.915  -7.073  0.328
H  -2.081  3.294  -8.657  0.384
H  0.105  3.090  -7.814  0.496
H  -0.551  1.693  -7.339  0.358
H  -0.732  2.078  -5.160  0.306
H  -1.595  4.475  -5.370  0.378
H  0.159  4.811  -5.572  0.280
H  -0.294  5.181  -3.272  0.510
H  0.573  3.594  -3.440  -0.058
H  -1.654  4.842  -1.360  0.374
H  -0.338  3.675  -1.043  0.160
H  -1.998  3.122  -1.133  0.158
C  -6.843  -3.519  -4.293  -1.044
O  -6.536  -3.337  -2.938  -0.416
C  -7.719  -3.138  -2.132  -1.123
C  -7.333  -2.375  -0.884  -0.039
N  -7.216  -0.907  -1.174  -0.419
C  -6.857  -0.166  0.014  -1.257
C  -5.503  -0.502  0.701  0.318
O  -4.317  -0.278  -0.041  -0.517
C  -3.097  -0.692  0.657  -0.437
H  -7.273  -4.520  -4.331  0.391
H  -5.914  -3.523  -4.863  0.290
H  -7.659  -2.968  -4.762  0.356
H  -8.025  -4.164  -1.928  0.438
H  -8.638  -2.683  -2.503  0.490
H  -6.379  -2.757  -0.522  0.077
H  -8.109  -2.599  -0.152  0.376
H  -6.345  -0.887  -1.686  0.396
H  -7.590  -0.394  0.788  0.396
H  -7.082  0.900  -0.019  0.284
H  -5.489  -1.514  1.106  0.314
H  -5.310  0.156  1.548  0.067
H  -2.304  -0.918  -0.056  0.187
H  -3.157  -1.543  1.336  0.373
H  -2.750  0.111  1.307  0.096
C  -2.034  -1.003  3.790  -0.902
O  -3.421  -0.613  3.648  0.194
C  -4.185  -0.815  4.869  -1.141
C  -5.627  -0.270  4.651  -0.402
N  -5.709  1.214  4.631  -0.284
C  -6.991  1.530  4.085  -0.490
C  -7.097  3.062  3.729  -0.888
O  -6.155  3.527  2.733  -0.105
C  -6.841  3.964  1.576  -0.938
H  -1.461  -0.883  2.870  0.024
H  -1.963  -2.087  3.878  0.418
H  -1.503  -0.646  4.672  0.479
H  -3.678  -0.319  5.696  0.471
H  -4.200  -1.805  5.326  0.522
H  -6.315  -0.603  5.428  0.495
H  -5.822  -0.651  3.649  0.010
H  -5.032  1.597  3.987  -0.269
H  -7.679  1.437  4.925  0.465
H  -7.361  0.915  3.265  0.162
H  -6.949  3.509  4.712  0.289
H  -8.096  3.353  3.405  0.570
H  -6.136  4.275  0.805  0.278
H  -7.413  4.877  1.739  0.356
H  -7.564  3.262  1.160  0.356
C  -0.539  -3.814  1.500  -0.816
O  0.592  -4.412  0.736  -0.560
C  1.407  -3.463  0.091  -0.341
C  2.319  -2.608  1.077  -0.552
N  1.856  -1.304  1.467  -0.081
C  1.827  -0.448  0.281  0.618
C  1.633  0.975  0.796  0.134
O  1.902  1.839  -0.341  0.445
C  2.642  2.974  0.058  -1.476
H  -1.075  -3.092  0.884  0.169
H  -0.247  -3.424  2.475  0.355
H  -1.151  -4.673  1.773  0.432
H  0.789  -2.874  -0.586  0.389
H  1.985  -4.151  -0.526  0.228
H  3.347  -2.734  0.739  -0.118
H  2.324  -3.208  1.987  0.850
H  2.547  -1.064  2.163  0.067
H  0.904  -0.569  -0.285  0.249
H  2.608  -0.619  -0.459  -0.697
H  2.469  1.118  1.480  -0.081
H  0.710  1.045  1.372  -0.419
H  2.287  3.488  0.951  0.549
H  2.503  3.642  -0.792  0.461
H  3.714  2.819  0.182  0.346
C  8.895  -1.387  1.104  -0.909
O  7.432  -1.316  1.177  -0.185
C  6.856  -0.013  1.214  -0.772
C  5.257  -0.126  1.333  1.076
N  4.895  -0.402  2.742  -0.061
C  5.079  0.797  3.594  -0.203
C  4.596  0.691  4.971  -1.062
O  3.225  1.048  5.073  -0.186
C  2.539  0.534  6.119  -0.838
H  9.303  -2.388  1.245  0.281
H  9.419  -0.855  1.897  0.312
H  9.294  -1.106  0.129  0.345
H  7.239  0.583  0.385  0.525
H  7.313  0.474  2.076  0.306
H  4.984  -0.997  0.738  -0.560
H  4.704  0.735  0.959  -0.607
H  5.602  -1.066  3.026  0.317
H  4.572  1.688  3.224  0.194
H  6.149  0.965  3.718  0.219
H  5.242  1.191  5.693  0.493
H  4.756  -0.341  5.284  0.362
H  1.546  0.955  5.962  0.179
H  2.998  0.884  7.044  0.343
H  2.379  -0.537  6.240  0.334
C  -1.823  -4.213  -1.707  -1.149
C  -3.165  -4.301  -2.444  0.861
C  -3.568  -5.658  -2.974  -1.452
O  -4.271  -3.983  -1.546  -0.498
H  -1.804  -4.804  -0.791  0.302
H  -1.522  -3.189  -1.488  0.009
H  -1.016  -4.648  -2.298  0.387
H  -3.146  -3.585  -3.266  0.277
H  -4.590  -5.704  -3.351  0.291
H  -3.496  -6.377  -2.158  0.347
H  -2.901  -6.120  -3.702  0.401
H  -5.041  -3.733  -2.062  0.495
C  1.872  0.155  -5.172  -0.959
C  2.365  1.169  -4.059  1.133
C  3.598  0.830  -3.228  -0.738
O  2.483  2.363  -4.819  -0.733
H  2.545  0.130  -6.029  0.294
H  0.878  0.356  -5.572  0.196
H  1.837  -0.787  -4.624  0.134
H  1.578  1.417  -3.346  0.017
H  4.241  0.139  -3.773  0.253
H  3.418  0.422  -2.234  -0.236
H  4.057  1.807  -3.079  0.376
H  1.574  2.670  -4.857  0.029
C  4.125  -5.905  1.183  -0.874
C  5.482  -5.618  1.905  0.830
C  5.337  -5.164  3.315  -1.598
O  6.235  -6.760  1.792  -0.569
H  3.758  -5.002  0.694  -0.130
H  3.426  -6.137  1.987  0.376
H  4.275  -6.681  0.433  0.386
H  5.885  -4.740  1.401  0.030
H  4.794  -5.855  3.959  0.480
H  4.873  -4.179  3.372  0.231
H  6.282  -5.039  3.845  0.411
H  5.986  -7.302  2.544  0.342
C  -3.295  3.419  4.082  -0.151
C  -2.061  3.737  3.246  0.065
C  -1.395  2.466  2.921  0.127
O  -2.502  4.328  2.062  -0.581
H  -4.013  4.224  3.925  0.431
H  -2.938  3.302  5.105  0.502
H  -3.836  2.541  3.727  -0.445
H  -1.376  4.409  3.764  0.389
H  -2.039  1.588  2.962  -0.459
H  -0.720  2.181  3.727  0.331
H  -0.839  2.515  1.985  -0.073
H  -3.315  3.889  1.803  0.277
C  4.965  6.456  2.983  -1.311
C  5.752  6.240  1.686  0.486
C  4.927  5.596  0.533  -0.623
O  6.219  7.419  1.142  -0.529
H  5.598  6.669  3.845  0.380
H  4.428  5.535  3.208  0.270
H  4.341  7.330  2.794  0.401
H  6.672  5.701  1.913  0.154
H  4.339  6.357  0.020  0.327
H  4.246  4.853  0.949  -0.194
H  5.571  5.001  -0.114  0.358
H  6.217  8.089  1.830  0.298
C  5.661  -3.370  -3.733  -1.661
C  4.665  -3.032  -2.586  0.867
C  3.224  -3.116  -3.178  -1.077
O  4.770  -3.892  -1.495  -0.283
H  5.610  -4.456  -3.810  0.381
H  6.609  -2.974  -3.369  0.463
H  5.459  -2.968  -4.726  0.359
H  4.824  -1.978  -2.359  0.023
H  3.083  -2.510  -4.073  0.347
H  2.539  -2.663  -2.462  -0.103
H  2.812  -4.090  -3.444  0.478
H  5.682  -3.919  -1.196  0.257

Formula: C48H124N12O16P4S4
Source: the Open Molecules 2025 dataset
Level of theory: ωB97M-V/def2-TZVPD

Net charge   0
HOMO energy   -7.93 eV
Spin multiplicity   1
LUMO energy   0.3 eV

Each line ends with the Mulliken charge.
Atoms and positions in Å:
C  7.599  -0.198  -3.759  -0.678
O  6.432  -0.441  -3.042  -0.174
C  6.637  -0.226  -1.624  -1.263
C  5.979  1.052  -1.127  1.645
O  6.369  2.199  -1.869  -0.343
C  7.457  2.939  -1.504  -0.785
H  7.925  0.847  -3.520  0.161
H  7.419  -0.319  -4.867  0.215
H  8.416  -0.844  -3.517  0.324
H  7.678  -0.261  -1.329  0.645
H  6.160  -1.115  -1.204  0.265
H  6.301  1.137  -0.077  0.141
H  4.872  1.169  -1.161  -0.917
H  8.312  2.290  -1.281  0.339
H  7.215  3.469  -0.564  0.293
H  7.583  3.729  -2.295  0.224
C  -1.316  -1.180  -0.790  -0.473
O  -0.251  -1.140  0.134  2.088
C  0.065  0.225  0.499  0.176
C  1.321  0.026  1.261  -0.726
O  2.626  0.157  0.638  1.318
C  2.611  -0.705  -0.481  -0.139
H  -1.633  -2.225  -0.874  -0.271
H  -0.980  -0.824  -1.770  -0.139
H  -2.201  -0.585  -0.392  -0.001
H  -0.717  0.767  1.108  -1.096
H  0.147  0.845  -0.406  -0.240
H  1.154  -0.935  1.811  -0.287
H  1.369  0.699  2.114  0.740
H  1.780  -0.608  -1.179  -1.082
H  2.603  -1.780  -0.197  0.610
H  3.505  -0.395  -1.047  -0.327
O  -0.546  0.886  3.568  -0.154
P  -1.769  1.059  4.358  -1.114
N  -2.969  -0.128  3.885  1.455
C  -3.572  -0.229  2.539  0.263
C  -3.704  -1.077  4.745  -0.705
N  -2.481  2.556  4.206  1.205
C  -3.870  2.779  4.185  -0.790
C  -1.640  3.703  4.389  -0.828
N  -1.411  0.748  5.939  0.589
C  -2.402  0.920  6.962  -1.146
C  -0.110  0.165  6.381  -0.868
H  -2.956  0.308  1.801  -0.626
H  -4.663  0.086  2.593  0.392
H  -3.579  -1.277  2.225  -0.381
H  -3.323  -1.155  5.711  0.208
H  -3.599  -2.073  4.307  -0.193
H  -4.760  -0.912  4.924  0.277
H  -4.131  3.429  3.322  -0.081
H  -4.350  1.784  4.093  0.237
H  -4.207  3.304  5.056  0.387
H  -1.789  4.556  3.681  -0.196
H  -1.744  4.229  5.322  0.367
H  -0.586  3.437  4.224  0.307
H  -2.599  0.000  7.539  0.415
H  -2.078  1.605  7.780  0.319
H  -3.265  1.489  6.513  0.185
H  -0.255  -0.882  6.802  0.247
H  0.338  0.760  7.118  0.313
H  0.491  0.083  5.494  0.084
O  -3.243  -3.578  0.244  -0.845
P  -2.809  -4.414  1.423  -0.099
N  -3.917  -4.136  2.729  0.739
C  -3.579  -4.777  4.002  -1.330
C  -5.301  -4.098  2.291  -1.216
N  -1.291  -4.194  2.052  0.243
C  -0.293  -4.387  0.953  -0.572
C  -1.139  -2.874  2.783  -0.826
N  -2.874  -6.076  1.012  0.479
C  -1.898  -7.084  1.433  -0.913
C  -3.785  -6.477  -0.121  -1.026
H  -4.124  -4.252  4.768  0.437
H  -2.480  -4.836  4.237  0.288
H  -3.822  -5.804  3.872  0.396
H  -5.707  -5.068  2.109  0.398
H  -5.393  -3.571  1.364  0.357
H  -5.948  -3.504  2.954  0.314
H  0.514  -5.007  1.348  0.207
H  -0.646  -4.895  0.088  0.497
H  0.058  -3.436  0.629  -0.328
H  -1.740  -2.907  3.701  0.206
H  -0.051  -2.797  3.029  0.338
H  -1.399  -2.026  2.178  0.044
H  -1.368  -6.735  2.336  0.295
H  -2.405  -8.066  1.489  0.326
H  -1.173  -7.210  0.609  0.236
H  -4.330  -7.329  0.194  0.477
H  -3.209  -6.701  -1.050  0.313
H  -4.435  -5.638  -0.421  0.228
O  -5.118  -2.632  -6.192  -0.905
P  -4.019  -2.633  -5.184  0.357
N  -2.567  -3.444  -5.437  0.528
C  -1.597  -2.908  -6.335  -1.099
C  -2.471  -4.901  -5.436  -0.834
N  -4.571  -3.355  -3.828  0.668
C  -3.738  -3.904  -2.766  -0.432
C  -6.028  -3.424  -3.564  -1.158
N  -3.368  -1.155  -4.825  0.251
C  -4.303  -0.015  -4.846  -1.095
C  -2.530  -1.176  -3.644  -1.002
H  -1.787  -3.252  -7.364  0.363
H  -0.615  -3.401  -6.245  0.169
H  -1.614  -1.856  -6.369  0.443
H  -2.514  -5.277  -6.432  0.427
H  -3.231  -5.362  -4.823  0.230
H  -1.429  -5.113  -5.049  0.011
H  -4.024  -3.504  -1.778  0.391
H  -3.897  -5.019  -2.644  0.286
H  -2.692  -3.691  -2.956  -0.301
H  -6.392  -2.696  -2.857  0.309
H  -6.482  -3.041  -4.482  0.375
H  -6.294  -4.449  -3.312  0.309
H  -3.731  0.841  -5.225  0.298
H  -5.120  -0.218  -5.495  0.427
H  -4.621  0.236  -3.838  0.297
H  -1.821  -1.976  -3.637  -0.164
H  -3.136  -1.370  -2.758  0.236
H  -2.077  -0.156  -3.591  0.759
O  -0.545  4.783  -0.324  -0.319
P  -1.775  5.540  -0.043  0.255
N  -3.110  4.604  -0.159  0.774
C  -2.793  3.309  0.430  -1.692
C  -4.488  4.808  -0.454  -1.113
N  -2.283  6.745  -1.158  0.078
C  -1.905  8.137  -0.965  -1.030
C  -2.290  6.299  -2.565  -1.121
N  -1.659  6.357  1.383  0.277
C  -2.828  6.722  2.168  -1.065
C  -0.322  6.432  2.013  -0.532
H  -3.601  2.960  1.048  0.662
H  -2.008  3.335  1.179  0.173
H  -2.417  2.590  -0.339  0.308
H  -4.485  5.716  -1.056  0.300
H  -5.112  4.797  0.440  0.306
H  -4.810  4.027  -1.149  0.381
H  -1.232  8.563  -1.704  0.309
H  -2.764  8.809  -0.938  0.281
H  -1.359  8.189  -0.021  0.324
H  -1.388  6.573  -3.074  0.365
H  -2.469  5.221  -2.694  0.286
H  -3.128  6.815  -3.052  0.397
H  -2.550  6.701  3.198  0.500
H  -3.162  7.726  1.872  0.189
H  -3.560  5.945  1.938  0.268
H  0.262  7.384  1.827  0.257
H  0.313  5.683  1.591  -0.240
H  -0.417  6.451  3.118  0.378
C  3.649  3.402  0.391  -0.164
C  4.416  2.852  1.672  0.801
C  4.624  3.995  2.671  -1.158
S  3.667  5.399  2.067  1.317
O  4.617  6.215  1.296  -0.711
O  2.909  5.924  3.174  -0.689
C  2.651  4.461  0.872  -0.481
H  3.143  2.608  -0.141  -1.100
H  4.285  3.826  -0.318  0.870
H  5.394  2.480  1.429  0.240
H  3.786  2.041  2.054  -0.603
H  5.642  4.290  2.774  0.439
H  4.249  3.803  3.705  0.359
H  2.339  5.255  0.220  0.921
H  1.821  4.052  1.439  -0.219
C  2.570  -3.925  -4.157  -0.539
C  2.725  -3.237  -2.805  -0.337
C  1.329  -3.222  -2.255  1.936
S  0.700  -4.909  -2.473  1.266
O  -0.705  -4.852  -2.855  -0.370
O  1.019  -5.884  -1.485  -0.792
C  1.865  -5.238  -3.896  -1.055
H  3.461  -4.009  -4.762  0.584
H  1.833  -3.416  -4.799  0.015
H  3.113  -2.253  -2.967  0.047
H  3.289  -3.830  -2.025  0.402
H  0.638  -2.578  -2.795  -0.192
H  1.147  -2.939  -1.148  -1.727
H  1.121  -5.560  -4.639  0.509
H  2.488  -6.022  -3.544  0.323
C  3.867  -1.601  3.140  0.622
C  4.382  -0.521  4.050  -0.852
C  5.741  -0.004  3.510  0.140
S  6.477  -1.428  2.761  0.994
O  7.555  -1.848  3.608  -0.745
O  6.697  -1.340  1.329  -0.520
C  5.037  -2.547  3.027  -1.039
H  3.619  -1.263  2.141  -0.588
H  2.974  -2.102  3.559  0.338
H  4.575  -0.941  5.087  0.434
H  3.712  0.329  4.090  0.303
H  6.328  0.372  4.296  0.618
H  5.680  0.727  2.690  -0.587
H  5.211  -3.021  3.981  0.425
H  4.956  -3.229  2.170  0.461
C  2.440  3.013  -4.668  -0.992
C  3.085  3.122  -3.306  -0.274
C  2.676  1.871  -2.524  1.401
S  1.523  0.899  -3.523  0.773
O  0.205  1.334  -3.237  -0.676
O  1.858  -0.520  -3.528  -0.524
C  2.181  1.606  -5.097  -0.668
H  3.121  3.381  -5.435  0.430
H  1.556  3.639  -4.814  0.314
H  2.749  3.994  -2.735  0.145
H  4.141  3.176  -3.353  0.301
H  2.200  1.954  -1.523  -0.245
H  3.568  1.251  -2.391  -0.969
H  1.511  1.502  -5.907  0.589
H  3.140  1.048  -5.285  0.326

Computed gap between HOMO and LUMO, in the same sequence as the records: 9.049; 8.209 eV.